This record from OMol25 describes C31H58AuBN8 as an isolated structure. The level of theory is the ωB97M-V functional and the def2-TZVPD basis.

Results
2S+1: 1
Net charge: +2
HOMO energy in eV: -14.09
Energy in a.u.: -1814.159000
Frontier orbital gap in eV: 6.677

Element x y z (Å)
1 Au -0.87484 -0.96730 -0.53570
2 C 1.77419 -4.57909 1.11717
3 C 0.82594 -3.49676 1.63324
4 C 0.32704 -3.81739 3.04397
5 C 1.45115 -2.13873 1.58611
6 C 2.58148 -1.66254 2.23209
7 C 2.68010 -0.31474 1.92487
8 C 3.77692 0.50682 2.57676
9 C 4.16337 1.84982 1.98468
10 C 3.50204 0.62224 4.08486
11 N 1.64600 -0.01105 1.08476
12 N 0.90023 -1.14383 0.89982
13 B 1.02434 1.27085 0.44095
14 N -0.46772 1.42135 0.95527
15 N -1.49276 0.55001 0.64291
16 C -2.62887 0.99007 1.21255
17 C -2.33150 2.15040 1.89933
18 C -0.97932 2.39943 1.72833
19 C -0.26496 3.54511 2.39591
20 C 0.40570 4.55125 1.46132
21 C 0.68613 3.03723 3.47722
22 C -3.98991 0.35618 1.17449
23 C -4.48449 0.05710 -0.23910
24 C -4.09236 -0.79105 2.18800
25 N 0.91616 1.23418 -1.15308
26 N -0.15004 0.56357 -1.71020
27 C -0.24484 0.84892 -3.01847
28 C 0.78211 1.73050 -3.31222
29 C 1.47793 1.97383 -2.13854
30 C 2.58007 2.99823 -2.10358
31 C 3.69942 2.76945 -1.10554
32 C 1.98173 4.40326 -1.96658
33 C -1.31010 0.38078 -3.98252
34 C -1.66193 1.52493 -4.94360
35 C -2.59182 -0.12595 -3.33316
36 H 1.28437 -5.55349 1.10869
37 H 2.65167 -4.65787 1.75968
38 H 2.13768 -4.36451 0.10774
39 H -0.04947 -3.44707 0.97585
40 H 1.16290 -3.85971 3.74304
41 H -0.17298 -4.78648 3.06516
42 H -0.36726 -3.05590 3.40269
43 H 3.25166 -2.20733 2.87609
44 H 4.65824 -0.13352 2.47513
45 H 3.35944 2.58386 2.02690
46 H 4.49566 1.74402 0.95764
47 H 4.99843 2.25291 2.55767
48 H 2.62272 1.23148 4.28923
49 H 4.35599 1.09252 4.57213
50 H 3.34884 -0.35347 4.54329
51 H 1.63267 2.23196 0.74654
52 H -3.02554 2.74989 2.46396
53 H -1.07603 4.07661 2.89898
54 H 1.37236 4.19583 1.10865
55 H 0.58052 5.47868 2.00621
56 H -0.22106 4.78443 0.59963
57 H 1.49260 2.45898 3.03313
58 H 0.16892 2.40582 4.20087
59 H 1.12819 3.87777 4.01252
60 H -4.65577 1.13343 1.55497
61 H -3.81077 -0.57643 -0.81601
62 H -4.57938 0.98514 -0.80341
63 H -5.46555 -0.41639 -0.20852
64 H -3.26582 -1.50112 2.12921
65 H -5.03262 -1.33071 2.07670
66 H -4.05175 -0.39312 3.20159
67 H 0.98847 2.19500 -4.26049
68 H 3.00944 2.93231 -3.10696
69 H 3.40924 3.10559 -0.11390
70 H 4.57675 3.34349 -1.40229
71 H 3.98913 1.71887 -1.05345
72 H 1.49830 4.52857 -0.99883
73 H 1.24718 4.60383 -2.74643
74 H 2.77400 5.14733 -2.04747
75 H -0.87247 -0.41830 -4.59162
76 H -2.04994 2.38203 -4.39124
77 H -2.42793 1.19412 -5.64374
78 H -0.80384 1.85218 -5.52625
79 H -3.05770 0.66302 -2.74111
80 H -2.44191 -0.99305 -2.68707
81 H -3.29645 -0.41968 -4.11105
82 N 0.17703 -2.27721 -1.73616
83 C -0.32335 -2.87229 -3.01710
84 C -1.06071 -4.18080 -2.81969
85 C -2.39832 -4.11460 -2.08828
86 C -2.30634 -3.94727 -0.57504
87 N -2.40654 -2.52319 -0.13125
88 H 0.98631 -1.69261 -1.94869
89 H 0.53823 -3.01106 -1.12360
90 H 0.55356 -3.04138 -3.64391
91 H -0.94203 -2.12440 -3.50740
92 H -0.39907 -4.89173 -2.31147
93 H -1.22068 -4.59706 -3.81542
94 H -2.92901 -5.04697 -2.28083
95 H -3.03129 -3.32774 -2.51420
96 H -1.37863 -4.37101 -0.19324
97 H -3.12095 -4.48573 -0.08894
98 H -2.55946 -2.51557 0.87350
99 H -3.26652 -2.14799 -0.52462